Below is C5H4N2O in the gas phase in a non-equilibrium geometry, with properties calculated with ωB97M-V with the def2-TZVPD basis set.

```
12
Properties=species:S:1:pos:R:3:forces:R:3
C -1.027789 -0.741520 1.367477 -2.55 -0.31 0.76
C -0.971254 -0.757091 -0.090990 1.58 0.66 -4.90
C -1.501006 0.534443 -0.522448 -1.23 1.91 -0.23
N -1.859067 1.638286 -0.604509 0.52 -1.65 -0.20
C 0.645947 -0.569086 -0.357717 -2.52 -1.39 0.86
O 1.207605 -1.465243 -0.888458 1.13 0.72 -0.13
C 1.289831 0.593988 0.435642 12.33 7.17 -2.33
N 2.470328 1.394867 0.348127 -12.04 -7.86 1.17
H -0.530001 0.304341 1.516415 -1.11 -2.15 1.40
H -0.517617 -1.671717 1.597137 0.44 0.33 1.30
H -2.179821 -0.893091 1.644737 2.65 0.92 0.04
H -1.326605 -1.614066 -0.847742 0.81 1.63 2.28
```
Positions in Å, forces in eV/Å.

Properties
2S+1: 1
Total charge: 0
Energy relative to the best compared isomer or geometry (same formula, charge and spin): 524.1 kJ/mol
Gap between HOMO and LUMO: 9.3 eV
Total energy: -10271.3308 eV
SMILES: C[C@@H](C#N)C(=O)C#N
HOMO: -11.047 eV

For reference, the Mulliken charges in units of e are: -0.870 -0.038 0.275 -0.438 0.560 -0.391 -0.052 -0.303 0.341 0.278 0.291 0.347

=====

Below is a molecular structure, C46H62BInN10SSi4Te in a non-equilibrium geometry, with properties calculated with ωB97M-V with the def2-TZVPD basis set.

```
126
Properties=species:S:1:pos:R:3:forces:R:3
In 0.681029 0.851949 1.402395 0.28 0.24 0.78
C 5.255249 2.993632 4.666932 -0.10 0.02 -0.09
C 4.243116 1.968394 4.275194 -0.14 -0.06 0.21
C 4.034988 0.737060 4.854218 -0.01 -0.07 -0.06
C 2.996695 0.151381 4.112463 0.20 0.31 0.00
N 2.597226 0.989462 3.158736 -0.24 -0.02 -0.15
N 3.346458 2.107359 3.269857 0.37 0.05 0.25
B 3.242911 3.355213 2.371711 -0.39 -0.29 -0.04
N 3.415765 2.970119 0.888106 0.33 0.38 -0.02
N 2.629773 2.082824 0.252942 -0.32 -0.27 -0.11
C 3.077914 1.983530 -0.998434 0.37 0.30 0.03
C 4.172087 2.851913 -1.174469 -0.14 -0.07 0.06
C 4.360163 3.455925 0.049566 -0.12 -0.20 -0.18
C 5.408108 4.453581 0.417128 -0.12 -0.04 0.12
C 2.548805 1.040667 -1.989500 -0.12 -0.21 -0.16
C 3.300280 0.770182 -3.135811 0.02 0.00 -0.06
C 2.851653 -0.130672 -4.085713 0.06 0.06 0.08
C 1.655444 -0.805210 -3.893372 -0.17 0.83 -0.14
C 0.912868 -0.562097 -2.747723 0.01 0.26 -0.36
C 1.340464 0.367159 -1.815237 0.29 0.07 0.04
N 1.956233 4.182382 2.598851 0.02 0.21 0.10
N 0.688550 3.709792 2.641301 -0.37 -0.10 0.03
C -0.096799 4.764280 2.914425 0.63 -0.26 -0.10
C 0.680051 5.923496 3.026988 -0.11 0.13 0.02
C 1.973382 5.513812 2.830907 0.07 0.25 0.04
C 3.194352 6.371315 2.865781 0.04 -0.08 -0.05
C -1.535971 4.712686 3.181495 -0.12 -0.20 -0.08
C -2.338744 5.818079 2.897457 0.03 0.02 -0.10
C -3.691352 5.806577 3.189289 -0.06 -0.02 -0.05
C -4.260589 4.694261 3.792141 -0.07 0.00 0.06
C -3.460844 3.611461 4.125985 -0.02 -0.05 -0.11
C -2.110527 3.612428 3.808170 -0.09 -0.08 0.04
C 2.464021 -1.203022 4.293902 -0.12 -0.17 -0.09
C 2.041374 -1.971292 3.209685 0.11 0.06 0.08
C 1.618792 -3.277806 3.396040 -0.01 -0.03 -0.09
C 1.620364 -3.840459 4.663458 0.00 -0.02 -0.01
C 2.037601 -3.084267 5.749110 -0.01 -0.03 0.00
C 2.448317 -1.774670 5.565874 -0.01 0.04 -0.01
H 5.850737 2.607740 5.491774 0.00 0.01 0.02
H 4.773479 3.918589 4.985906 0.06 0.03 0.01
H 5.922819 3.228463 3.837464 0.02 0.03 0.03
H 4.586145 0.298935 5.668214 0.04 0.01 0.01
H 4.138723 4.070500 2.676469 0.13 -0.04 -0.14
H 4.748203 3.030850 -2.064848 0.02 -0.03 -0.02
H 6.076294 4.605779 -0.428068 -0.01 -0.02 -0.02
H 5.996292 4.113240 1.268785 0.03 0.03 0.00
H 4.962334 5.411525 0.681188 0.08 0.01 0.00
H 4.251026 1.261854 -3.287791 0.02 0.03 0.03
H 3.443712 -0.311632 -4.973798 0.02 -0.01 -0.03
H 1.311688 -1.514558 -4.635377 -0.10 1.62 0.28
H -0.008750 -1.101846 -2.572230 0.22 0.50 -0.34
H 0.725526 0.580570 -0.949547 -0.04 -0.13 -0.40
H 0.345135 6.917037 3.271257 0.02 0.02 0.02
H 2.923266 7.373333 3.192131 -0.03 0.01 0.02
H 3.641757 6.450647 1.874821 0.05 0.05 0.03
H 3.949754 5.972224 3.541722 0.02 0.08 0.00
H -1.901371 6.695106 2.436418 0.04 -0.04 -0.05
H -4.303960 6.665578 2.943753 0.01 -0.01 0.01
H -5.320899 4.675705 4.010471 0.01 0.02 0.06
H -3.892464 2.766072 4.643276 -0.01 -0.10 -0.03
H -1.485044 2.771739 4.074283 0.05 -0.06 -0.01
H 2.092964 -1.543195 2.215879 -0.02 -0.08 -0.01
H 1.312445 -3.871605 2.543607 -0.05 0.03 -0.02
H 1.310239 -4.868306 4.799981 -0.02 0.00 0.01
H 2.051743 -3.518740 6.740406 -0.04 0.01 0.01
H 2.758104 -1.183495 6.418124 0.02 0.02 0.00
N -2.432756 -3.649835 1.449099 -0.18 0.15 -0.20
C -2.153543 -2.323766 1.437165 0.02 0.07 0.75
S -2.028852 -1.501837 2.863341 -0.23 0.35 0.05
N -1.849335 -1.817867 0.178418 -0.06 -0.29 -0.19
N -1.736015 -0.485124 -0.112944 0.14 0.60 -0.07
C -2.560414 0.418119 0.256244 0.01 -0.84 -0.12
C -2.264809 1.793437 -0.174067 0.24 0.44 -0.23
C -3.254826 2.769425 -0.228010 -0.02 -0.15 0.13
C -2.918368 4.044503 -0.647353 0.11 0.13 -0.06
C -1.603911 4.319465 -0.995937 -0.18 -0.02 0.04
C -0.678762 3.291256 -0.910327 0.01 0.03 -0.05
N -0.993559 2.064097 -0.518773 -0.29 -0.05 0.23
H -2.716286 -4.019201 2.340343 0.05 -0.02 0.02
H -2.798398 -4.090859 0.620230 0.13 -0.02 0.01
H -3.462804 0.223291 0.832120 0.03 0.01 0.11
H -4.270785 2.528966 0.053356 -0.04 -0.02 0.05
H -3.671305 4.819960 -0.702746 -0.01 -0.02 0.04
H -1.303590 5.306541 -1.318323 0.02 0.00 0.01
H 0.365925 3.449321 -1.160369 0.00 0.04 0.01
C 1.215646 -3.491518 -4.927933 -0.13 -0.89 0.17
Si 0.127558 -4.615461 -3.863247 0.44 -0.40 -0.44
C 1.261950 -5.401612 -2.558517 -0.39 0.26 0.04
C -0.509435 -6.004307 -4.985496 -0.16 0.26 0.21
Si -1.631121 -3.440151 -2.765377 0.14 -0.06 0.21
Te -0.238737 -2.801173 -0.724012 -0.68 -0.86 0.33
Si -2.760185 -1.631828 -3.853213 -0.45 0.42 -0.41
C -4.371564 -1.274579 -2.917681 0.23 -0.25 0.09
C -3.202320 -2.345173 -5.557865 0.11 -0.08 0.25
C -1.965404 0.061459 -4.147167 0.17 -0.31 0.20
Si -3.252636 -5.030758 -2.018661 -0.34 -0.39 0.12
C -2.358230 -6.337024 -0.960367 0.11 0.28 -0.23
C -4.097228 -5.859219 -3.500414 0.29 0.21 0.05
C -4.674571 -4.285221 -0.981196 0.32 0.24 -0.14
H 1.952063 -4.083417 -5.474484 -0.06 -0.19 -0.04
H 1.755699 -2.770584 -4.314719 0.07 -1.39 -0.10
H 0.622524 -2.934509 -5.655967 0.00 -0.03 -0.07
H 2.002685 -6.061921 -3.011558 0.00 0.04 -0.14
H 0.694506 -5.981985 -1.828954 0.00 -0.02 0.01
H 1.802512 -4.625424 -2.009814 0.08 -0.02 0.03
H 0.324339 -6.527819 -5.456370 0.09 0.05 0.03
H -1.140834 -5.604317 -5.780923 -0.04 0.00 -0.02
H -1.093629 -6.741938 -4.433557 -0.01 -0.02 0.02
H -5.032334 -2.142373 -2.896551 0.00 -0.02 0.03
H -4.921403 -0.452944 -3.380210 0.09 0.02 -0.14
H -4.165382 -0.983281 -1.885336 0.02 -0.03 0.04
H -3.654232 -3.335684 -5.475619 -0.02 -0.03 0.00
H -2.312171 -2.443051 -6.182447 0.05 0.00 0.01
H -3.907401 -1.704274 -6.090326 -0.02 0.08 0.06
H -1.523196 0.474120 -3.238288 -0.04 0.03 -0.03
H -2.732190 0.758926 -4.491718 -0.15 -0.11 0.01
H -1.192733 0.029828 -4.915303 0.12 -0.04 0.05
H -1.920338 -7.107396 -1.598298 0.02 -0.01 -0.04
H -3.016895 -6.835276 -0.247329 -0.13 0.03 -0.05
H -1.537782 -5.881889 -0.399319 -0.01 -0.01 0.04
H -3.370581 -6.309130 -4.177890 0.00 -0.04 -0.01
H -4.656617 -5.115264 -4.071190 -0.04 0.02 -0.01
H -4.799139 -6.635120 -3.190886 0.00 0.00 0.11
H -4.387043 -3.356525 -0.484228 -0.08 0.03 0.00
H -5.041059 -4.972869 -0.216739 0.09 -0.12 -0.03
H -5.519826 -4.042772 -1.626440 0.02 -0.01 -0.06
```
Positions in Å, forces in eV/Å.

Properties
2S+1: 1
Total charge: 0
Energy relative to the best compared isomer or geometry (same formula, charge and spin): 357.7 kJ/mol
Gap between HOMO and LUMO: 7.0 eV
Total energy: -119103.0204 eV
HOMO: -7.229 eV

Results of the Mulliken charge analysis, in e, for atoms 1 through 99: 1.296 -1.360 0.915 -1.344 -0.150 0.059 0.620 -1.698 0.732 0.695 0.248 -1.586 0.773 -1.316 0.978 -1.065 -1.314 -1.526 -0.033 0.398 0.967 -0.025 -0.249 -1.427 0.891 -1.340 0.775 -0.482 -0.771 -0.386 -0.786 -0.121 0.558 -0.332 -0.669 -0.592 -0.610 -0.638 0.372 0.223 0.195 0.524 -0.239 0.502 0.386 0.218 0.117 0.337 0.427 0.536 1.390 -0.716 0.522 0.379 0.105 0.219 0.374 0.383 0.409 0.419 0.521 0.617 0.434 0.397 0.378 0.428 -0.200 -0.068 -0.235 0.211 0.325 -1.339 0.698 -0.911 -0.532 -0.885 -0.596 0.654 0.227 -0.192 0.590 0.533 0.462 0.475 0.248 -1.116 0.366 -1.254 -1.142 0.502 -0.571 0.782 -0.952 -1.206 -0.524 1.013 -1.259 -1.188 -1.446